2 unconnected molecules or ions with the total composition C34H23F3NO in a non-equilibrium geometry, computed with wB97M-V/def2-TZVPD.

Positions of all 62 atoms, in Å:
1 F -2.66136 2.51505 -0.24346
2 C -1.45614 3.15363 -0.35509
3 F -1.06725 3.04617 -1.66099
4 F -1.68974 4.48781 -0.12395
5 C -0.42915 2.60465 0.59610
6 C 0.92240 2.64395 0.25079
7 C 1.85849 2.11092 1.12201
8 C 1.48021 1.59807 2.39761
9 C 2.47025 1.10771 3.30145
10 C 2.14856 0.77200 4.61242
11 N 1.93975 0.42831 5.72014
12 C 0.09627 1.60896 2.72220
13 C -0.84224 2.10756 1.82964
14 H 1.23884 3.08709 -0.69090
15 H 2.91768 2.11398 0.85507
16 H 3.36377 0.65011 2.86531
17 H -0.23947 1.22821 3.68824
18 H -1.89754 2.11422 2.09053
19 C 6.56136 -3.72950 6.83382
20 C 6.85645 -2.94700 5.70911
21 C 6.53208 -1.58903 5.69038
22 C 5.94025 -0.96900 6.81499
23 C 5.59914 0.46206 6.76744
24 C 5.22512 1.06381 5.59358
25 C 4.88378 2.44960 5.50476
26 C 4.33104 2.98254 4.31848
27 C 4.19091 4.39249 4.07421
28 C 5.20548 5.33514 4.42096
29 C 5.02034 6.69766 4.20630
30 C 3.84161 7.16938 3.61277
31 C 2.85361 6.25588 3.21533
32 C 3.02834 4.89445 3.42247
33 C 5.17407 3.25835 6.65579
34 C 5.60386 2.73727 7.85301
35 C 5.96507 3.61484 8.97905
36 C 6.51891 4.89461 8.73254
37 C 6.83046 5.76191 9.78353
38 C 6.56639 5.39017 11.11073
39 C 6.01526 4.12819 11.37186
40 C 5.74389 3.25019 10.32151
41 C 5.61564 1.26559 8.02025
42 O 5.61246 0.73074 9.14161
43 C 5.67092 -1.76911 7.94165
44 C 5.96244 -3.13217 7.94965
45 H 6.79467 -4.79464 6.84406
46 H 7.34006 -3.39014 4.83892
47 H 6.75911 -0.97894 4.81239
48 H 5.14179 0.45571 4.69107
49 H 4.20048 2.33726 3.45228
50 H 6.14101 4.97825 4.85775
51 H 5.80174 7.39820 4.50074
52 H 3.69550 8.23870 3.45418
53 H 1.94015 6.60923 2.73331
54 H 2.26126 4.17206 3.13076
55 H 5.00826 4.33137 6.59390
56 H 6.71741 5.18902 7.69849
57 H 7.27728 6.73238 9.56219
58 H 6.78356 6.07692 11.93133
59 H 5.79399 3.81619 12.39413
60 H 5.35114 2.25966 10.53552
61 H 5.24029 -1.29787 8.82143
62 H 5.71776 -3.71432 8.83797

Cartesian forces (eV/Å) of the 6 atoms listed first:
0.5894 0.6013 -0.2026
0.3982 -0.2013 0.3803
-0.3994 0.2287 0.6245
-0.2134 -0.5973 -0.4260
-0.6578 0.3384 -0.7239
0.2379 -0.3914 0.3591

For the HOMO-LUMO gap, the calculation gives 4.96 eV. For the total energy, the calculation gives -47322.260 eV. For the LUMO energy, the calculation gives 1.36 eV. The net charge is -1. Its highest occupied orbital energy is -3.5951 eV.

A molecular structure, C34H25AuN6OSi, computed with wB97M-V/def2-TZVPD.

Positions of all 68 atoms, in Å:
1 Au 1.25466 0.62502 -0.22600
2 C 0.88479 0.46408 4.36400
3 C 1.03189 0.89500 3.03529
4 N 0.73416 0.13517 2.01152
5 C 0.27133 -1.13222 2.20008
6 C 0.15331 -1.66298 3.50007
7 C 0.45512 -0.81084 4.58571
8 C -0.19097 -3.02276 3.68450
9 C -0.37386 -3.81078 2.58778
10 C -0.30199 -3.28558 1.28209
11 C -0.04630 -1.94799 1.04455
12 N 0.03713 -1.31202 -0.15429
13 C -0.35092 -1.76419 -1.36657
14 C -1.32397 -2.71456 -1.65489
15 C -1.64538 -3.07392 -2.97478
16 C -1.01540 -2.49878 -4.04353
17 C -0.07550 -1.46967 -3.81440
18 C 0.58245 -0.80433 -4.87259
19 C 1.44929 0.21489 -4.61361
20 C 1.63480 0.60804 -3.28016
21 N 1.05626 -0.01161 -2.27900
22 C 0.22824 -1.07458 -2.49770
23 H 1.12879 1.13438 5.17616
24 H 1.41348 1.88408 2.81104
25 H 0.35780 -1.19669 5.59359
26 H -0.24671 -3.42557 4.68689
27 H -0.56939 -4.86799 2.71373
28 H -0.40378 -3.95883 0.44425
29 H -1.86292 -3.17571 -0.84120
30 H -2.39606 -3.83629 -3.14057
31 H -1.22355 -2.81148 -5.05840
32 H 0.38328 -1.11719 -5.89065
33 H 1.96971 0.73968 -5.40144
34 H 2.25999 1.45610 -3.03500
35 N 4.25482 0.57431 2.68820
36 C 3.70582 0.18123 1.51363
37 O 3.26702 1.07902 0.73008
38 C 3.62870 -1.19768 1.21797
39 C 3.39056 -1.59049 -0.12297
40 N 3.19358 -1.91060 -1.21532
41 C 3.85605 -2.15598 2.23583
42 N 3.99891 -2.89420 3.11211
43 H 4.27585 1.55543 2.89550
44 H 4.68384 -0.08691 3.31179
45 C -2.45688 1.80835 -4.48433
46 C -2.65482 0.87945 -3.47074
47 C -2.02165 1.04328 -2.24979
48 C -1.17989 2.13798 -2.02186
49 C -0.99340 3.06371 -3.05233
50 C -1.63072 2.90295 -4.27449
51 Si -0.27710 2.37992 -0.43310
52 C -1.27759 2.35464 1.11264
53 C -2.11919 1.29005 1.45487
54 C -2.77692 1.27491 2.67162
55 C -2.60073 2.32148 3.57066
56 C -1.77196 3.38413 3.24754
57 C -1.10994 3.39703 2.02614
58 H -2.94810 1.67806 -5.44006
59 H -3.29309 0.02090 -3.63362
60 H -2.17839 0.30146 -1.47514
61 H -0.34484 3.91960 -2.90253
62 H -1.48097 3.63087 -5.06126
63 H 0.45614 3.66602 -0.49682
64 H -2.23640 0.44741 0.78342
65 H -3.41760 0.44116 2.92745
66 H -3.10862 2.30311 4.52628
67 H -1.63560 4.20073 3.94449
68 H -0.45671 4.22881 1.78766

Cartesian forces (eV/Å) of the 6 atoms listed first:
-0.2227 -0.5444 -0.0704
-0.0098 0.0487 -0.0639
-0.0056 -0.0187 0.0807
-0.0558 0.2576 -0.0975
-0.0281 0.0004 -0.0765
0.0643 0.0302 0.1099

For the HOMO-LUMO gap, the calculation gives 4.99 eV. For the total energy, the calculation gives -58221.234 eV. For the LUMO energy, the calculation gives -1.73 eV. The energy above the lowest of the compared OMol25 structures with the same formula, charge and spin is 1.340 eV. The net charge is 0. Its highest occupied orbital energy is -6.7152 eV.

A molecular structure, C34H25Br2N4O7ScTe4 in a non-equilibrium geometry, computed with wB97M-V/def2-TZVPD.

Positions of all 77 atoms, in Å:
1 Sc -0.71558 1.22545 1.83702
2 C -0.45512 4.67502 2.38463
3 O -0.14853 3.60667 1.50220
4 C 0.24318 3.92740 0.23933
5 C 0.50607 5.21063 -0.19219
6 C 0.94494 5.39894 -1.50382
7 Br 1.29250 7.17802 -2.09169
8 C 1.16624 4.34742 -2.35464
9 C 0.90943 3.04783 -1.90254
10 C 0.39441 2.83168 -0.62915
11 O 0.02948 1.63456 -0.19169
12 C 1.29205 1.89765 -2.73351
13 N 1.27817 1.85887 -4.04162
14 C 1.76376 0.60188 -4.35851
15 C 1.94525 -0.00242 -5.60141
16 C 2.42633 -1.29811 -5.63153
17 C 2.72321 -1.99543 -4.45005
18 C 2.55187 -1.41384 -3.20740
19 C 2.07617 -0.10783 -3.18771
20 N 1.78446 0.75533 -2.16189
21 H -1.25344 5.29401 1.96724
22 H 0.43591 5.28100 2.57221
23 H -0.77009 4.22116 3.31831
24 H 0.37761 6.05783 0.46342
25 H 1.55060 4.48740 -3.35478
26 H -0.33282 0.76150 -0.92264
27 H 1.70121 0.53433 -6.50941
28 H 2.56877 -1.79397 -6.58425
29 H 3.08418 -3.01458 -4.51380
30 H 2.76013 -1.95091 -2.29115
31 H 1.85508 0.56745 -1.16813
32 Te -3.38517 1.95917 2.90741
33 Te -2.99661 3.46566 5.23515
34 Te -1.55708 1.49790 6.39376
35 Te 0.45309 1.53308 4.57197
36 O -2.28225 -6.68961 2.09761
37 C -2.60784 -5.53581 2.77805
38 O -3.57430 -5.58748 3.50715
39 C -1.77562 -4.37032 2.54073
40 C -0.59847 -4.36141 1.77281
41 C 0.14122 -3.22863 1.55544
42 C -0.27230 -1.94298 2.06624
43 C -1.45274 -1.98516 2.88183
44 C -2.14980 -3.13304 3.11338
45 N 0.34848 -0.78832 1.85709
46 C 1.72684 -0.77879 1.51510
47 C 2.42247 0.37661 1.60368
48 C 3.87212 0.43332 1.41562
49 C 4.55549 1.57875 1.57815
50 C 3.84938 2.77522 1.95336
51 C 2.49819 2.67332 2.10980
52 N 1.74136 1.56846 1.92882
53 H -1.55064 -6.48890 1.50307
54 H -0.21837 -5.27571 1.31934
55 H 1.02042 -3.29247 0.93515
56 H -1.77446 -1.06591 3.36628
57 H -3.02709 -3.11734 3.74914
58 H 2.26664 -1.69997 1.38308
59 H 4.37782 -0.48998 1.15135
60 H 5.63135 1.59804 1.43870
61 H 4.35115 3.71812 2.11482
62 H 1.95522 3.55877 2.41491
63 O -2.32847 2.24296 1.24430
64 Br -2.77365 -0.44808 -3.82060
65 C -3.11881 -1.78780 -2.51985
66 C -3.87784 -2.87628 -2.92787
67 C -4.18133 -3.88503 -2.02577
68 C -3.74275 -3.79966 -0.71146
69 C -3.00457 -2.69974 -0.31257
70 C -2.67157 -1.68498 -1.20658
71 C -1.80616 -0.58224 -0.66169
72 O -0.93491 -0.08979 -1.44491
73 O -1.93221 -0.26898 0.52648
74 H -4.22364 -2.92572 -3.95129
75 H -4.76303 -4.73720 -2.35594
76 H -3.96704 -4.58190 0.00328
77 H -2.64794 -2.60506 0.70462

Cartesian forces (eV/Å) of the 6 atoms listed first:
1.7546 -0.5154 -0.7818
-0.0007 -0.0017 -0.0289
0.0930 0.2443 -0.1363
0.0240 0.1644 0.0885
-0.0114 0.0075 -0.0551
-0.0018 -0.0256 0.0598

For the HOMO-LUMO gap, the calculation gives 4.10 eV. For the total energy, the calculation gives -245923.580 eV. For the LUMO energy, the calculation gives 3.44 eV. The energy above the lowest of the compared OMol25 structures with the same formula, charge and spin is 1.457 eV. The net charge is -2. Its highest occupied orbital energy is -0.6667 eV.

A molecular structure, C34H25BrIrN3OP in a non-equilibrium geometry, computed with wB97M-V/def2-TZVPD.

Positions of all 66 atoms, in Å:
1 Ir 0.21164 0.09990 -0.09440
2 Br -5.11023 2.23460 -4.86490
3 C -3.80275 2.08795 -3.51286
4 C -2.98235 3.20336 -3.21653
5 C -2.01906 3.08553 -2.26623
6 C -1.78316 1.86236 -1.54971
7 O -0.80804 1.82091 -0.75278
8 C -2.67544 0.73650 -1.83088
9 C -2.59763 -0.53359 -1.20192
10 N -1.77462 -0.88278 -0.25051
11 C -1.74048 -2.10048 0.37332
12 C -2.73859 -3.07931 0.27067
13 C -2.58614 -4.31016 0.89058
14 C -1.47048 -4.59554 1.64899
15 C -0.47092 -3.62058 1.84696
16 C 0.67331 -3.84958 2.64023
17 C 1.61238 -2.85484 2.78535
18 C 1.39766 -1.63454 2.15007
19 N 0.35160 -1.40437 1.36296
20 C -0.59712 -2.36436 1.19985
21 C -3.65121 0.90349 -2.82306
22 H -3.13038 4.12954 -3.75017
23 H -1.38081 3.91834 -2.01854
24 H -3.28947 -1.27847 -1.59585
25 H -3.62922 -2.88607 -0.30666
26 H -3.35123 -5.05876 0.75641
27 H -1.34179 -5.57085 2.09033
28 H 0.78392 -4.80075 3.13391
29 H 2.49104 -2.99515 3.39391
30 H 2.08579 -0.81289 2.29734
31 H -4.30127 0.07632 -3.06374
32 N 1.35774 -0.64443 -1.49631
33 P 2.58448 -0.02507 -2.29092
34 C 3.94130 0.04877 -1.06769
35 C 4.03383 -1.07224 -0.24907
36 C 4.95056 -1.08980 0.78423
37 C 5.76833 0.01080 0.99586
38 C 5.69828 1.10701 0.15063
39 C 4.77523 1.14311 -0.88383
40 C 3.09672 -1.06289 -3.67900
41 C 4.30770 -0.78855 -4.30473
42 C 4.71949 -1.58800 -5.35640
43 C 3.92832 -2.65162 -5.76785
44 C 2.72055 -2.91564 -5.13863
45 C 2.29651 -2.12398 -4.08491
46 C 2.15837 1.64634 -2.84641
47 C 2.02900 2.63168 -1.87051
48 C 1.67316 3.91400 -2.24442
49 C 1.43062 4.20443 -3.58063
50 C 1.51909 3.20925 -4.54212
51 C 1.87298 1.92108 -4.17839
52 H 3.37984 -1.91399 -0.43490
53 H 5.02067 -1.95471 1.42535
54 H 6.46074 0.01433 1.82269
55 H 6.36233 1.94524 0.29843
56 H 4.72286 2.00516 -1.53365
57 H 4.91894 0.03776 -3.96912
58 H 5.65941 -1.38612 -5.84750
59 H 4.26158 -3.27954 -6.58075
60 H 2.11074 -3.74443 -5.46643
61 H 1.36356 -2.31587 -3.57383
62 H 2.23415 2.39634 -0.83272
63 H 1.58642 4.68629 -1.49664
64 H 1.17575 5.21033 -3.87396
65 H 1.31838 3.43820 -5.57508
66 H 1.94304 1.14106 -4.92266

Cartesian forces (eV/Å) of the 6 atoms listed first:
-3.9715 -0.9910 -1.7396
0.1586 -0.0071 0.1930
-0.0789 -0.4798 0.1847
-0.3709 -0.6033 -0.0415
0.3697 -0.4705 0.8461
-2.3440 -0.1996 -2.0863

For the HOMO-LUMO gap (alpha / beta), the calculation gives 5.06 / 5.38 eV. For the total energy, the calculation gives -124335.314 eV. For the LUMO energy (alpha / beta), the calculation gives -8.29 / -8.01 eV. Its expectation value of S² is 0.843. The energy above the lowest of the compared OMol25 structures with the same formula, charge and spin is 2.586 eV. The net charge is +2. The multiplicity is 2. Its highest occupied orbital energy (alpha / beta) is -13.3516 / -13.3885 eV.